Formula: C19H48ClN12O25S2
Source: the Open Molecules 2025 dataset
Level of theory: the ωB97M-V functional and the def2-TZVPD basis

LUMO	0.9	eV
HOMO-LUMO gap	6.19	eV
DFT total energy	-4546.243316	hartree
highest occupied orbital energy	-5.26	eV
total charge	-1

Atoms and positions in Å:
H1 -6.031 -6.925 -0.211
O1 6.163 -3.942 -1.912
H2 -6.678 -1.542 -0.167
C1 -5.837 -5.873 -0.398
O2 6.918 0.761 -2.503
H3 -0.080 -0.418 -0.889
H4 0.865 -1.035 3.322
N1 7.470 0.204 -3.428
Cl1 -4.430 -2.198 -0.459
O3 -0.570 -3.189 2.848
O4 -3.514 7.337 5.021
H5 0.832 0.592 -6.508
C2 0.885 -0.033 -5.620
H6 -2.389 4.561 4.706
H7 0.206 -2.197 0.145
H8 -2.704 5.189 3.067
H9 0.171 1.695 -0.032
H10 4.273 1.153 -0.231
O5 4.952 -2.241 -2.468
O6 -0.951 -1.321 -5.033
S1 -3.961 1.891 2.056
H11 -3.612 4.728 -0.427
O7 -6.827 -4.267 0.951
O8 3.233 -3.577 0.384
H12 6.652 -3.724 -4.442
N2 -2.435 1.412 2.281
H13 -1.665 1.260 -1.815
H14 6.483 1.128 -5.021
H15 5.170 -4.695 -4.178
H16 -4.058 -0.480 2.104
H17 -2.334 -3.784 3.624
N3 5.569 -3.253 -2.720
N4 -0.503 -0.193 -5.103
H18 5.713 -4.273 0.517
C3 -5.396 0.103 0.519
H19 -5.847 -1.830 1.401
C4 1.131 -1.654 2.477
C5 -1.146 -0.417 -0.668
O9 -3.405 7.619 -1.252
N5 -2.889 6.516 -1.246
O10 -1.688 3.779 1.838
H20 -1.517 -5.284 4.158
N6 4.161 -2.915 0.801
O11 4.212 -1.704 0.822
H21 -2.171 5.407 0.380
H22 5.042 -3.002 -4.738
H23 1.315 -0.960 1.658
H24 -2.431 -1.331 0.767
O12 -0.741 -5.798 1.739
H25 -3.771 6.159 0.630
H26 2.021 -2.245 2.643
N7 3.084 0.929 -1.947
C6 -0.070 -2.493 2.061
O13 -4.520 2.518 3.216
H27 1.475 0.442 -4.841
O14 -2.555 -4.669 1.419
N8 -5.996 -5.153 0.893
H28 -0.556 -3.916 3.510
O15 -4.204 2.650 0.853
C7 4.386 1.250 -1.304
H29 8.039 1.876 -4.545
H30 4.643 2.270 -1.576
C8 5.610 -3.703 -4.138
H31 -6.544 -5.466 -1.111
H32 -0.927 2.977 -0.542
O16 3.038 0.991 -3.166
O17 -1.089 0.821 -4.788
N9 3.692 3.740 1.114
H33 -5.568 0.191 2.657
C9 -0.858 2.035 -0.013
H34 -1.015 -0.451 1.476
H35 8.028 0.334 -5.451
C10 -2.967 5.264 4.115
C11 5.332 -3.662 1.328
C12 -1.498 -4.453 3.459
N10 -0.594 -2.382 0.750
O18 -0.126 2.134 2.458
H36 1.837 2.989 1.790
H37 -4.667 0.307 -0.250
O19 -5.262 -5.480 1.797
H38 -2.755 1.035 -0.496
H39 5.119 0.546 -1.681
C13 2.780 3.314 2.214
H40 4.988 -4.276 2.155
O20 3.282 3.665 -0.027
O21 2.155 0.627 -1.233
H41 -4.028 5.108 4.258
N11 -1.613 -5.021 2.088
H42 1.279 -1.014 -5.860
H43 -4.814 -5.717 -0.730
O22 4.800 4.135 1.432
C14 -1.706 1.000 -0.759
C15 -1.378 -1.098 0.680
H44 3.268 2.498 2.740
H45 -6.240 0.763 0.353
C16 -5.792 -1.377 0.426
H46 2.632 4.168 2.868
O23 -2.185 6.072 -2.132
N12 -2.618 6.638 4.580
C17 -3.132 5.634 -0.070
C18 7.511 0.944 -4.720
C19 -4.791 0.294 1.908
H47 6.077 -2.949 1.659
S2 -1.321 2.398 1.691
H48 -1.645 -1.022 -1.423
O24 -1.455 6.977 4.490
O25 7.986 -0.896 -3.388


Formula: C11H25BrN2O6P
Source: the Open Molecules 2025 dataset
Level of theory: the ωB97M-V functional and the def2-TZVPD basis

LUMO	-3.8	eV
HOMO-LUMO gap	8.29	eV
DFT total energy	-3910.209224	hartree
highest occupied orbital energy	-12.09	eV
total charge	+1
relative energy (zero: lowest compared OMol25 entry of this formula, charge and spin)	0.0	kJ/mol

Atoms and positions in Å:
H1 1.108 0.070 0.543
C1 0.688 -0.072 -0.455
O1 -1.013 -2.301 2.450
H2 1.156 -2.317 -4.850
H3 1.156 -2.168 -0.631
C2 -0.485 0.607 3.049
C3 -0.756 -2.184 4.795
H4 -3.937 -0.170 5.767
H5 -0.651 1.579 3.514
H6 -0.123 -1.119 -4.694
C4 -3.590 -0.590 4.823
C5 2.865 2.428 -4.063
H7 4.258 3.393 -2.735
H8 3.654 2.323 -4.810
H9 2.640 -0.526 -5.874
H10 -2.685 1.132 4.214
O2 -5.872 -0.458 4.352
C6 -1.128 -1.644 3.431
P1 1.323 0.600 -2.908
H11 -0.234 -1.673 -1.584
O3 1.697 0.356 -1.362
C7 0.279 -1.521 -0.634
H12 1.949 2.676 -4.599
H13 -1.718 0.297 5.227
N1 -1.674 -0.286 3.243
Br1 -4.574 -0.520 1.978
H14 0.258 -1.884 5.069
C8 0.960 -1.253 -4.735
H15 -0.288 0.719 1.989
N2 -2.367 0.183 4.436
H16 2.590 3.473 -2.191
H17 -0.765 -3.267 4.706
H18 3.132 4.500 -3.532
O4 1.537 -0.877 -3.457
C9 3.229 3.515 -3.074
H19 1.196 -0.888 -6.838
O5 0.377 1.717 -3.027
H20 -0.184 0.587 -0.551
H21 -1.411 -1.886 5.612
C10 1.552 -0.478 -5.893
H22 1.268 0.576 -5.857
H23 0.390 0.171 3.540
O6 2.745 1.155 -3.421
C11 -4.790 -0.503 3.868
H24 -3.371 -1.640 5.006
H25 -0.394 -1.831 0.166


Formula: C18H22N4O4
Source: the Open Molecules 2025 dataset
Level of theory: the ωB97M-V functional and the def2-TZVPD basis

LUMO	0.4	eV
HOMO-LUMO gap	8.95	eV
DFT total energy	-1219.175912	hartree
highest occupied orbital energy	-8.55	eV
relative energy (zero: lowest compared OMol25 entry of this formula, charge and spin)	149.4	kJ/mol

Atoms and positions in Å:
H1 0.426 1.625 1.974
H2 7.399 -1.980 0.462
C1 1.900 0.035 -1.110
H3 -2.461 2.971 -1.054
N1 -1.187 1.782 0.050
N2 2.575 0.118 0.125
C2 -3.436 1.763 1.039
H4 -6.311 -2.014 0.113
H5 -1.358 1.989 -2.014
C3 2.058 0.664 1.264
C4 4.965 0.217 -0.396
C5 -4.651 -3.393 0.171
H6 -1.644 0.984 1.930
H7 -1.705 2.766 1.848
H8 0.057 0.513 -2.056
C6 6.411 -1.550 0.395
H9 -3.794 1.160 -2.022
C7 -1.993 1.986 -1.131
C8 4.763 1.499 -1.140
H10 5.479 -3.103 1.541
H11 -5.775 -2.581 -1.499
H12 4.183 2.203 -0.544
O1 2.438 -0.493 -2.061
C9 -1.926 1.837 1.306
C10 6.222 -0.365 -0.294
C11 0.582 0.598 -1.122
O2 2.642 0.741 2.320
C12 0.028 1.164 -0.012
O3 -5.030 -0.463 1.423
C13 5.337 -2.180 0.999
H13 4.215 1.304 -2.062
H14 7.065 0.124 -0.760
H15 -3.764 -3.630 -0.413
H16 -4.348 -3.078 1.167
H17 -3.822 2.734 0.714
H18 -3.961 1.471 1.951
C14 4.075 -1.622 0.904
H19 5.718 1.953 -1.392
H20 -2.606 -0.057 -1.517
H21 3.225 -2.099 1.367
N3 -3.718 0.761 0.042
C15 -5.446 -2.283 -0.501
O4 -4.649 -1.117 -0.716
C16 -4.510 -0.298 0.345
H22 -5.269 -4.282 0.256
C17 -3.064 0.900 -1.246
C18 3.895 -0.438 0.210
N4 0.770 1.165 1.143


Formula: C22H58ClF3I2O10P3S
Source: the Open Molecules 2025 dataset
Level of theory: the ωB97M-V functional and the def2-TZVPD basis

LUMO	2.2	eV
HOMO-LUMO gap	5.72	eV
DFT total energy	-4402.819172	hartree
highest occupied orbital energy	-3.49	eV
total charge	-1

Atoms and positions in Å:
I1 4.802 -1.414 1.033
H1 -7.636 5.983 2.360
H2 -9.173 2.482 3.602
O1 6.647 -2.744 -2.026
O2 -0.188 -0.116 2.425
H3 4.128 1.446 0.609
H4 1.333 -2.812 -6.832
C1 1.166 2.089 5.844
C2 -4.038 0.979 0.932
O3 -2.466 -1.719 -0.177
O4 2.668 -5.126 -3.487
C3 -0.204 -3.021 -0.790
H5 2.095 0.232 6.457
O5 -4.444 4.940 2.029
H6 3.784 -3.575 -4.194
H7 -6.052 4.902 0.744
H8 2.098 2.643 5.744
H9 0.371 2.643 1.217
H10 -0.552 2.106 4.925
S1 -5.186 1.359 2.309
H11 0.738 2.311 6.828
H12 -2.645 -0.184 1.958
H13 7.215 -0.027 -3.948
H14 4.553 -5.670 -5.321
H15 5.688 -0.905 -3.733
H16 5.074 -6.324 -3.773
C4 -9.458 1.551 4.104
H17 2.233 -1.918 -1.893
H18 -4.344 0.022 0.547
H19 0.428 -2.315 -5.389
H20 3.045 -0.069 -0.536
C5 2.881 -2.126 -1.050
H21 -2.569 1.542 2.351
H22 -5.454 6.499 1.222
H23 5.898 -4.907 -4.452
C6 1.042 1.794 1.209
H24 6.909 -3.377 -2.703
H25 2.251 -0.289 1.851
C7 1.411 0.600 5.691
O6 -0.752 -0.504 -2.303
C8 3.940 -4.489 -3.623
H26 0.542 -3.702 -0.414
H27 1.751 -3.488 -5.261
O7 -8.338 1.044 4.822
H28 6.936 -0.793 -1.568
H29 1.226 1.688 2.271
H30 2.721 -3.110 -0.644
C9 2.683 3.033 -0.535
O8 3.538 1.720 1.319
H31 4.311 -4.215 -2.631
C10 7.236 -1.489 -2.349
I2 1.539 -2.700 2.312
H32 7.056 -1.707 -4.494
H33 -6.319 6.132 3.540
H34 -2.455 -1.982 -1.104
H35 -0.737 -0.219 -3.223
P1 0.462 0.316 -1.496
F1 2.875 2.219 -1.556
C11 6.775 -0.998 -3.710
H36 3.875 -2.155 -1.471
P2 -0.910 -1.912 0.512
Cl1 -0.199 2.231 -2.207
C12 -6.698 5.543 2.704
H37 -4.634 4.046 2.339
H38 -2.027 0.771 -0.470
H39 -10.226 1.783 4.840
H40 -6.397 0.937 1.909
H41 -10.842 0.930 2.558
H42 2.437 3.301 1.403
H43 -7.648 0.848 4.180
F2 3.901 3.672 -0.386
H44 1.833 0.382 4.709
H45 -1.015 -3.675 -1.097
C13 -5.672 5.494 1.585
C14 1.813 -0.868 1.068
H46 2.501 -1.237 -4.476
P3 0.108 0.146 0.729
H47 2.794 -5.928 -2.971
H48 2.076 -0.538 -6.046
C15 4.929 -5.396 -4.333
O9 3.710 -1.802 -6.016
O10 0.282 2.579 4.835
H49 -4.068 1.735 0.163
C16 -1.581 1.038 0.479
H50 -10.258 -0.385 3.595
H51 0.473 0.045 5.766
H52 8.328 -1.585 -2.325
H53 -0.458 0.673 2.905
C17 -9.975 0.541 3.095
H54 0.191 -2.594 -1.704
C18 2.401 2.391 0.815
H55 -9.200 0.293 2.366
H56 -1.482 2.117 0.387
F3 1.851 4.006 -0.804
C19 2.407 -1.451 -5.541
H57 -6.902 4.538 3.080
C20 2.834 -0.998 -0.038
C21 1.417 -2.581 -5.766
H58 3.636 -1.984 -6.958
C22 -2.649 0.810 1.548


Formula: C4H9BO2
Source: the Open Molecules 2025 dataset
Level of theory: the ωB97M-V functional and the def2-TZVPD basis

LUMO (spin up / spin down)	-0.6 / 0.2	eV
HOMO-LUMO gap (spin up / spin down)	6.50 / 7.61	eV
DFT total energy	-333.041994	hartree
highest occupied orbital energy (spin up / spin down)	-7.06 / -7.44	eV
relative energy (zero: lowest compared OMol25 entry of this formula, charge and spin)	485.8	kJ/mol

Atoms and positions in Å:
O1 -2.775 -0.557 -0.166
H1 2.351 -0.447 -1.543
C1 1.675 -0.416 0.493
H2 0.244 0.383 2.441
C2 0.129 1.105 1.726
H3 0.501 2.064 1.896
H4 0.319 1.176 -0.375
H5 3.351 -1.504 -0.443
H6 -2.685 -0.475 -2.738
H7 -3.637 -0.530 -0.709
C3 2.467 -0.777 -0.566
H8 -0.988 1.207 1.509
O2 -1.723 -0.391 -2.420
B1 -1.784 -0.488 -1.001
C4 0.737 0.685 0.438
H9 1.817 -1.034 1.458


Formula: C45H117N5O16
Source: the Open Molecules 2025 dataset
Level of theory: the ωB97M-V functional and the def2-TZVPD basis

LUMO	-0.3	eV
HOMO-LUMO gap	7.74	eV
DFT total energy	-3262.143475	hartree
highest occupied orbital energy	-8.02	eV
relative energy (zero: lowest compared OMol25 entry of this formula, charge and spin)	125.0	kJ/mol

Atoms and positions in Å:
H1 -6.549 -5.515 0.785
N1 -1.971 0.518 -0.205
H2 -6.359 -0.699 3.471
H3 -1.465 -6.346 -0.712
H4 -4.423 1.036 -4.793
O1 2.507 -3.075 4.996
H5 -2.484 -0.065 4.046
H6 3.173 6.977 -3.913
H7 2.719 -6.023 1.575
N2 2.033 -4.242 4.367
C1 6.775 -0.397 1.352
O2 -3.059 -0.347 -0.033
H8 5.788 5.787 -0.076
H9 -1.196 3.040 -0.631
O3 -5.773 4.585 -3.035
H10 2.287 4.849 -1.036
H11 5.765 1.629 2.549
H12 -4.337 -6.752 -2.490
C2 -3.198 -5.274 -1.298
C3 0.401 -6.052 4.104
C4 -2.535 -6.327 -0.470
C5 4.158 -1.913 -0.047
H13 4.983 -2.585 -0.298
H14 7.561 0.319 1.127
H15 1.211 2.623 -0.850
H16 5.229 1.786 -2.775
H17 -5.410 -1.462 -3.818
C6 3.751 8.628 -2.722
C7 -1.670 0.368 -2.753
H18 -3.038 3.488 2.400
H19 -5.260 1.940 -5.701
H20 -2.781 -3.311 -2.101
H21 3.315 -0.639 1.410
H22 -3.661 0.205 0.490
H23 1.384 7.085 -2.435
H24 -1.223 5.594 -3.272
H25 -2.582 5.368 -3.984
H26 7.066 0.050 -2.313
H27 -1.850 -5.014 1.111
C8 -4.590 -4.561 0.765
O4 -6.217 -1.374 -1.556
H28 -0.844 -2.019 -0.389
H29 1.570 -5.690 6.484
O5 2.873 6.818 0.455
C9 0.348 1.106 0.454
H30 5.826 6.902 -2.393
N3 -4.463 -4.909 -0.661
C10 0.864 -6.207 2.672
H31 -1.342 -3.845 4.862
C11 2.592 -4.359 3.015
C12 -0.153 -1.176 -0.325
H32 -1.984 -0.903 1.945
C13 0.487 1.801 -0.893
H33 -4.010 1.215 -1.862
H34 3.947 9.655 -0.130
H35 5.630 2.443 0.141
C14 -0.997 -0.442 1.897
O6 -3.856 4.655 -5.093
H36 5.264 5.639 -3.252
H37 3.298 -2.567 0.112
H38 -3.611 2.536 -0.806
H39 -3.212 2.570 -2.572
H40 -6.639 -3.755 0.853
H41 -0.117 -2.678 4.952
H42 -6.235 -0.044 0.560
O7 -3.358 2.583 2.318
C15 4.121 -4.148 2.959
C16 -4.027 -3.178 1.137
H43 6.757 -1.445 -1.364
H44 4.576 -4.968 3.518
H45 4.465 -3.168 3.280
C17 -0.341 -3.630 4.474
H46 -3.931 -0.601 4.105
O8 -5.348 -4.209 -1.497
H47 2.332 9.313 0.358
H48 -4.484 -6.534 1.624
H49 4.413 4.660 0.166
H50 4.614 -1.618 2.063
H51 -0.667 -6.253 4.211
H52 2.863 -6.467 3.292
H53 -0.838 2.881 -2.298
H54 -1.881 -6.674 1.585
H55 2.688 10.365 -1.090
H56 -5.752 3.890 -2.358
H57 -6.823 -1.920 -1.042
H58 3.822 -1.837 -2.043
H59 -0.423 -3.655 3.386
O9 -5.575 0.596 0.853
N4 5.233 0.725 -0.296
H60 -0.146 -5.078 6.817
H61 0.213 -0.963 -1.331
O10 -6.388 3.416 -0.325
C18 -1.901 1.221 -1.478
C19 5.058 -0.011 -1.526
H62 6.145 -1.214 -2.999
H63 -2.967 -7.307 -0.669
H64 -6.178 -4.785 2.246
H65 4.667 7.878 -4.421
O11 -3.161 -0.362 4.663
N5 3.573 7.146 -0.726
H66 3.547 1.369 -2.304
H67 3.110 9.277 -3.323
H68 2.950 -0.602 -1.296
H69 4.614 9.160 -2.314
C20 4.999 5.215 -0.572
O12 -4.485 1.949 -5.129
C21 6.330 -0.713 -2.044
H70 5.624 4.460 -1.063
H71 -5.173 -0.779 2.504
H72 -5.812 1.417 0.386
H73 0.884 8.761 -2.345
H74 1.676 -2.440 2.532
H75 -2.797 2.188 1.631
C22 1.460 7.993 -1.831
H76 0.257 -5.600 1.997
H77 -2.268 -0.547 -2.746
H78 -4.092 -5.249 -3.290
C23 -2.229 -4.126 -1.627
C24 0.799 -4.944 6.286
C25 -3.592 -5.966 -2.639
H79 0.754 -7.236 2.322
H80 -0.293 -1.190 2.257
H81 3.424 3.900 -1.974
H82 -7.247 3.528 -0.756
H83 4.502 0.454 -3.549
C26 2.348 -5.815 2.580
O13 -5.360 -0.519 -4.000
H84 -1.789 -3.725 -0.713
H85 -1.419 -4.444 -2.282
C27 4.315 -1.021 1.199
H86 2.581 -3.133 1.241
H87 0.752 -1.531 0.182
H88 -2.706 -6.423 -3.078
H89 -4.714 -2.387 0.847
C28 5.348 0.101 1.030
H90 -5.392 -1.373 -1.045
H91 0.978 -3.786 1.590
H92 -2.076 0.892 -3.622
C29 0.719 -4.706 4.760
H93 2.058 6.396 0.127
H94 0.941 7.825 -0.882
H95 3.344 -3.342 5.389
C30 4.901 1.184 2.048
H96 -5.591 5.404 -2.557
C31 4.115 7.431 -3.596
H97 -0.936 0.456 2.515
C32 -3.841 -5.651 1.561
H98 4.280 0.793 2.857
C33 -3.242 1.973 -1.662
H99 0.125 1.789 1.279
C34 -0.753 0.028 0.445
H100 6.750 -0.708 2.397
H101 -0.613 0.167 -2.900
H102 6.995 -1.266 0.729
H103 -5.815 -0.113 -3.255
O14 -2.063 6.022 -3.451
H104 1.326 0.660 0.649
H105 -3.807 3.678 -5.028
H106 0.903 -6.842 4.671
C35 3.956 -1.037 -1.305
O15 -5.506 -1.128 3.340
H107 -3.716 -5.405 2.621
H108 2.444 5.132 -2.771
C36 4.853 6.485 -2.680
H109 4.379 -4.306 1.911
C37 -2.438 -5.932 1.012
C38 2.952 8.257 -1.456
C39 4.062 5.979 -1.482
H110 1.131 -4.027 6.788
C40 2.944 9.464 -0.529
C41 -0.845 2.310 -1.371
H111 -6.423 4.002 0.442
O16 6.110 1.843 -0.446
H112 -3.923 -3.175 2.227
C42 1.883 -3.395 2.045
C43 -6.054 -4.617 1.174
H113 4.268 1.954 1.604
H114 -2.993 -3.080 0.812
C44 3.002 4.898 -1.862
H115 -4.213 4.913 -4.224
C45 4.520 0.978 -2.589
H116 1.009 1.137 -1.590
H117 -6.063 -4.836 -1.657


What are the max |F| values for these records? In order: 0.3304, 0.0947, 0.0111, 0.0442, 0.0861, 0.0514 Eh/bohr.